Record 1
Density functional theory data (wB97M-V/def2-TZVPD) for an isolated molecule of C2H6O2 in a non-equilibrium geometry.

Structure (XYZ):
```
10
Properties=species:S:1:pos:R:3:forces:R:3:mulliken_charge:R:1
C 0.642215 0.401776 -0.357989 -0.9 1.2 1.4 -0.345
C -0.841435 0.305302 0.143212 1.1 1.7 3.4 -0.318
H 1.194837 1.346590 0.146679 -1.3 -2.0 -1.6 0.239
H 0.290548 0.502571 -1.429907 2.2 -0.3 0.6 0.297
H -0.851073 0.429850 1.359416 -0.2 -0.3 -2.6 0.222
H -1.400034 1.226871 -0.271844 0.5 -1.7 0.5 0.276
H -0.729577 -1.528416 -0.222257 4.0 -3.6 0.1 0.311
H 1.692399 -0.939917 0.949937 -1.6 1.0 -4.1 0.331
O -1.371914 -0.920682 -0.224494 -4.6 3.8 -0.5 -0.451
O 1.374032 -0.823945 -0.092756 0.7 0.2 2.9 -0.561
```
Positions in Å, forces in eV/Å.

## Properties
- Structure (SMILES): OCCO
- Orbital gap: 10.70 eV
- E_HOMO: -0.368 hartree
- Charge: 0
- Energy above the lowest of the compared OMol25 structures with the same formula, charge and spin: 2.017 eV

=====

Record 2
Density functional theory data (wB97M-V/def2-TZVPD) for a structure of composition C4H9NO4S2 in a non-equilibrium geometry.

Structure (XYZ):
```
20
Properties=species:S:1:pos:R:3:forces:R:3:mulliken_charge:R:1
C -0.653775 -0.041249 -0.826418 -0.2 0.8 -2.5 -0.203
C -2.193255 -0.279479 1.276631 1.3 -0.6 1.2 -1.448
C -0.237321 -1.338118 -0.194541 -2.2 1.0 -1.5 -0.798
C -1.704254 -0.791665 -0.065492 1.6 0.3 0.5 0.082
N 2.841388 2.440359 -2.628947 1.2 1.0 0.3 -0.448
O -1.021411 2.451426 0.010321 0.1 0.1 -1.1 -0.635
O 1.168806 1.488733 0.318370 1.7 -0.1 0.7 -0.620
O 0.437298 1.987942 -1.971378 -0.5 0.3 0.5 -0.282
O 1.599048 0.619431 -3.701824 -0.3 0.2 1.6 -0.580
S 0.010956 1.590836 -0.479515 -2.6 -0.6 1.7 1.213
S 1.834655 1.120133 -2.337217 2.5 1.1 -3.3 0.719
H -2.564768 -1.157779 1.792916 -0.4 -0.1 0.2 0.410
H -2.954639 0.472705 1.245183 -0.5 0.3 -0.5 0.344
H -1.433168 0.129699 1.996597 -0.2 -0.3 -1.1 0.310
H 0.322186 -1.173162 0.639213 1.5 0.2 2.4 0.338
H 0.125701 -2.142579 -0.811097 -0.5 -0.2 -0.2 0.269
H -2.489319 -1.279608 -0.616697 0.1 0.0 -0.5 0.350
H -0.731099 0.066138 -1.943010 -0.3 -1.0 1.1 0.510
H 3.568369 2.850161 -1.994657 -1.4 -1.2 -0.3 0.233
H 2.768561 3.054439 -3.466894 -0.6 -1.3 0.7 0.233
```
Positions in Å, forces in eV/Å.

## Properties
- Orbital gap: 11.07 eV
- E_HOMO: -0.387 hartree
- Charge: 0
- Energy above the lowest of the compared OMol25 structures with the same formula, charge and spin: 2.487 eV

=====

Record 3
Density functional theory data (wB97M-V/def2-TZVPD) for a cluster of 2 separate species, C7H8N2O3 in total in a non-equilibrium geometry.

Structure (XYZ):
```
20
Properties=species:S:1:pos:R:3:forces:R:3:mulliken_charge:R:1
C -0.993381 1.359050 -2.181214 -1.3 0.1 -0.5 0.112
C -0.126990 -0.086048 -0.572629 -3.2 2.5 -0.2 0.755
C 2.694424 -1.490496 1.580936 -2.0 -0.2 2.0 -1.105
C 0.996828 -0.752174 -0.110723 3.2 -2.1 -2.0 -0.108
C 1.463391 -0.980157 1.146175 0.7 -0.5 0.7 0.266
C -3.072943 2.642318 2.167991 -0.1 -0.3 0.2 0.718
C -1.460138 2.335130 -1.299081 0.0 1.5 -1.4 -0.838
N -0.175426 0.439726 -1.843177 2.2 -2.1 -1.4 -0.574
N -1.315840 0.150286 -0.079490 -0.8 -0.7 1.0 -0.396
O -2.230468 2.177425 2.773147 2.2 -1.0 1.3 -0.362
O -3.950698 3.093829 1.609406 -2.1 1.2 -1.6 -0.347
O -1.754303 -0.319682 1.133334 2.1 0.1 1.5 -0.317
H -1.397058 1.226971 -3.201560 0.3 0.6 0.3 0.382
H 2.640128 -1.656161 2.713841 0.9 0.2 -1.8 0.247
H 3.508241 -1.898103 0.999018 -0.1 0.3 -0.2 0.360
H 1.630069 -1.204533 -0.935852 -0.7 1.0 0.8 0.298
H 0.749643 -0.788213 1.914885 0.0 0.4 0.9 -0.024
H -0.700746 2.696578 -0.645222 0.1 0.0 1.1 0.336
H -2.159299 3.112441 -1.628416 0.0 -0.5 0.1 0.304
H -1.004648 -0.221386 1.804607 -1.5 -0.3 -1.1 0.294
```
Positions in Å, forces in eV/Å.

## Properties
- Orbital gap (spin up / spin down): 6.31 / 7.47 eV
- E_HOMO (spin up / spin down): -0.286 / -0.301 hartree
- Charge: 0
- Energy above the lowest of the compared OMol25 structures with the same formula, charge and spin: 6.573 eV

=====

Record 4
Density functional theory data (wB97M-V/def2-TZVPD) for a structure of composition C2H2N2O4 in a non-equilibrium geometry.

Structure (XYZ):
```
10
Properties=species:S:1:pos:R:3:forces:R:3:mulliken_charge:R:1
C -0.165054 -0.403116 -0.535535 -1.5 1.7 -1.8 0.626
C -0.335001 0.713438 1.251039 -2.9 2.4 5.8 0.506
H 0.321651 -0.388753 -3.665651 1.6 -3.0 4.9 0.414
H 1.374999 -0.207750 2.212891 -1.9 1.2 -2.9 0.348
N -0.354426 -0.287373 -1.782343 1.1 -1.5 -0.2 -0.273
N 0.940751 0.227344 1.270569 1.7 -3.0 -0.7 -0.143
O 0.629988 -0.979418 -2.609579 -2.6 3.9 -3.8 -0.425
O 0.856829 -0.863408 0.204857 -0.3 0.9 0.8 -0.256
O -0.657061 1.313387 2.285931 -0.1 -0.6 -2.7 -0.571
O -1.179830 0.423785 0.211559 4.9 -1.9 0.5 -0.226
```
Positions in Å, forces in eV/Å.

## Properties
- Orbital gap: 10.28 eV
- E_HOMO: -0.375 hartree
- Charge: 0
- Energy above the lowest of the compared OMol25 structures with the same formula, charge and spin: 4.613 eV

=====

Values of energy, in order: -6264.238 -35641.682 -16505.061 -13270.563, all in eV.